The following is a quantum chemistry calculation of 8 unconnected molecules or ions with the total composition C44H74Br2I2O9 at a distorted geometry, from the Open Molecules 2025 dataset.

Structure (XYZ):
```
131
Properties=species:S:1:pos:R:3:forces:R:3
C 1.82630 -1.07612 0.38496 0.977 0.496 0.577
C 0.75562 -0.06762 0.97561 0.309 0.850 -0.780
C -0.32715 -0.72189 1.93146 -0.235 -2.111 -0.922
C 0.41358 -1.63619 2.97816 0.402 -0.155 0.701
C 1.68070 -0.97849 3.66095 0.722 -0.920 -0.068
C 3.05923 -1.78726 3.46208 0.211 1.130 0.008
I 1.31695 -0.96047 5.85161 -0.018 0.351 -0.522
C -1.07947 -1.68496 0.90440 -0.747 0.951 1.343
O -0.81683 -2.79857 0.56307 -0.038 0.671 -0.161
O -2.21193 -1.01691 0.44725 -0.128 -0.716 1.764
C -2.47279 0.20849 1.16478 0.789 1.374 -1.218
C -2.22587 1.34896 0.04538 -0.169 0.755 -0.311
Br -2.00741 0.45860 -1.74791 0.488 0.839 0.601
C -3.42825 2.37245 -0.11333 -0.855 -0.920 -0.242
C -4.42881 2.06228 -1.29501 -1.061 1.016 0.787
Br -2.77901 4.25438 -0.30702 -0.125 -0.932 0.226
C -1.53094 0.19322 2.45171 1.050 0.522 -0.700
C -0.80340 1.53679 2.86130 -0.522 0.613 0.739
C -1.63179 2.53291 3.76854 0.201 -0.003 -0.292
C -3.06854 2.88471 3.24277 0.154 -0.796 0.154
I -4.21931 3.56694 4.98751 0.233 -0.051 -0.844
C -2.36979 -0.40971 3.65952 0.308 -0.554 0.331
C -3.23205 -1.65629 3.30285 -2.131 -1.382 -0.416
C -2.77996 -3.04073 3.25384 -2.102 -0.047 -0.384
C -3.71675 -4.13289 2.94195 -1.573 1.796 -0.092
C -5.18835 -3.88263 2.67033 2.771 2.466 0.708
C -5.61502 -2.48441 2.70690 0.907 -0.233 0.458
C -7.09188 -2.01974 2.40737 1.343 0.138 -0.478
C -4.66522 -1.43019 3.02688 1.349 -1.184 0.066
H 1.61216 -2.15407 0.57191 -0.074 0.912 -0.508
H 2.04026 -0.86213 -0.70026 -0.534 -0.410 1.049
H 2.80351 -0.86049 0.91156 -0.973 -0.299 -0.532
H 0.26848 0.42529 0.08249 0.212 -0.550 1.045
H 1.34737 0.76056 1.46318 -0.802 -0.894 -0.228
H -0.25064 -1.98982 3.81366 0.449 0.498 -1.152
H 0.77122 -2.58793 2.48927 -0.517 1.090 0.214
H 1.86674 0.08407 3.39830 -0.344 -0.938 0.283
H 3.47269 -2.05973 4.47080 -0.360 -0.082 -1.221
H 2.95875 -2.66815 2.78045 -0.121 0.590 0.782
H 3.81355 -1.07239 2.99229 -1.107 -1.113 0.692
H -3.55027 0.39398 1.44217 0.974 -1.204 -0.255
H -1.28959 1.94045 0.16816 -0.739 -0.709 0.005
H -4.06820 2.38571 0.81340 0.952 0.041 -0.815
H -5.34442 2.69482 -1.08487 0.923 -0.566 -0.252
H -4.06060 2.38413 -2.29666 -0.080 -0.593 0.870
H -4.80224 1.00123 -1.27175 0.729 0.946 -0.104
H 0.09528 1.23177 3.47508 -0.936 0.356 -0.578
H -0.39534 2.13089 2.00445 -0.454 -0.820 0.462
H -1.05598 3.50112 3.81637 -0.526 -0.987 0.220
H -1.68387 2.08982 4.80203 -0.075 0.584 -1.019
H -3.09746 3.63763 2.42004 0.103 -0.364 0.988
H -3.63124 1.97910 2.88733 0.576 0.889 0.519
H -3.09215 0.33876 4.09758 0.856 -0.539 -0.714
H -1.65171 -0.63070 4.50428 -0.732 0.112 -0.864
H -1.71980 -3.29354 3.46333 -0.983 0.120 -0.217
H -3.33555 -5.18144 2.90442 -0.447 1.162 0.065
H -5.93738 -4.66945 2.44619 0.987 0.481 0.215
H -7.31374 -1.10034 3.01210 -0.024 -1.063 -0.365
H -7.83788 -2.83739 2.55095 0.587 0.785 -0.048
H -7.09266 -1.67458 1.33114 -0.277 -0.505 1.004
H -5.01680 -0.36289 3.07146 0.174 -1.185 0.000
C 3.85135 3.03764 1.65223 -0.242 -0.326 -0.103
C 4.20310 2.10256 2.77951 -0.068 -0.131 -0.009
O 3.72316 0.98760 2.84871 0.185 0.662 -0.118
C 5.17228 2.60140 3.81745 -0.038 -0.370 0.184
H 3.14527 2.54709 0.98078 0.069 0.041 0.020
H 3.38626 3.94150 2.05031 0.191 0.095 -0.046
H 4.74965 3.29454 1.08800 -0.031 0.184 0.083
H 4.76542 3.48586 4.31123 0.134 0.105 -0.123
H 6.12925 2.83883 3.34890 -0.059 0.190 0.024
H 5.33211 1.82475 4.56583 -0.018 0.047 -0.070
C -3.47912 -7.35366 -0.12477 -0.033 0.368 0.053
C -4.28953 -7.64871 1.11088 -0.124 0.238 0.164
O -4.73007 -6.75556 1.80254 0.027 -0.361 -0.178
C -4.53030 -9.09689 1.45234 -0.183 0.084 0.290
H -3.38606 -6.27397 -0.24658 -0.009 -0.077 0.041
H -2.48015 -7.78255 -0.02574 -0.067 -0.137 -0.139
H -3.97903 -7.76415 -1.00425 0.151 -0.151 0.009
H -3.57778 -9.60272 1.62105 -0.038 -0.089 -0.187
H -5.07650 -9.58425 0.64253 0.187 -0.091 -0.042
H -5.12588 -9.15897 2.36338 0.048 0.031 -0.069
C 6.35650 -1.07977 1.32342 0.058 0.298 0.102
C 7.53998 -1.86383 1.82575 0.265 0.151 0.230
O 8.30849 -1.39502 2.63849 -0.143 -0.065 -0.146
C 7.72937 -3.25357 1.27677 0.276 -0.081 0.136
H 6.34291 -0.09918 1.80102 0.005 -0.097 0.026
H 6.43503 -0.94228 0.24274 -0.111 -0.193 -0.022
H 5.43153 -1.60328 1.57245 -0.010 -0.035 -0.206
H 7.86541 -3.20914 0.19428 -0.201 -0.026 -0.010
H 6.86370 -3.87210 1.52268 -0.050 0.023 -0.190
H 8.61761 -3.70049 1.72414 -0.070 0.062 -0.003
C 9.30219 -0.17358 -3.55650 0.175 -0.247 0.184
C 8.02324 -0.46792 -2.81605 -0.023 -0.223 0.233
O 7.97932 -1.30873 -1.94334 -0.013 0.130 -0.097
C 6.80095 0.32456 -3.20344 -0.173 -0.169 0.252
H 10.09637 -0.81561 -3.17505 -0.081 0.042 -0.011
H 9.17016 -0.37418 -4.62136 -0.003 0.211 -0.018
H 9.58953 0.86827 -3.40304 -0.065 0.023 -0.197
H 6.55875 0.14587 -4.25267 0.069 0.195 -0.027
H 6.97803 1.38841 -3.03457 0.003 0.011 -0.211
H 5.95607 0.00891 -2.59066 0.070 0.015 -0.043
C -2.63701 -0.96737 -7.34148 0.182 0.172 -0.235
C -1.84763 -0.38612 -6.19635 0.264 0.222 -0.040
O -0.94540 0.40064 -6.38805 -0.174 -0.132 0.021
C -2.22566 -0.82250 -4.80417 0.266 0.178 0.044
H -2.25776 -0.56664 -8.28177 -0.011 -0.016 0.089
H -2.52905 -2.05354 -7.35432 -0.200 0.001 0.072
H -3.68974 -0.69542 -7.24368 -0.025 -0.203 0.055
H -2.09947 -1.90238 -4.70577 -0.209 -0.002 0.021
H -3.26043 -0.54357 -4.59552 -0.034 -0.205 0.005
H -1.57644 -0.32681 -4.07975 -0.025 -0.114 -0.293
C 1.62199 4.30259 -4.87719 0.173 0.220 0.236
C 1.77735 3.18148 -3.88177 0.173 -0.039 0.351
O 2.34135 3.35386 -2.82010 -0.084 -0.007 -0.173
C 1.20480 1.83976 -4.25708 0.147 -0.041 0.365
H 2.07932 5.20762 -4.47668 -0.046 -0.076 -0.010
H 2.12123 4.04150 -5.81220 -0.209 -0.036 -0.077
H 0.56300 4.49599 -5.05810 0.042 -0.078 -0.193
H 1.68557 1.46942 -5.16403 -0.257 0.046 -0.122
H 0.12802 1.92475 -4.41017 0.066 -0.073 -0.270
H 1.38894 1.13063 -3.44874 -0.010 0.075 -0.030
C -3.01662 5.79143 -3.56921 0.288 0.023 -0.126
C -2.84076 7.20041 -4.07426 0.355 0.077 -0.192
O -1.78651 7.57708 -4.53830 -0.196 -0.063 0.088
C -4.02970 8.12270 -3.97882 0.164 0.263 -0.125
H -2.08354 5.24228 -3.69926 -0.059 0.053 0.031
H -3.26905 5.80541 -2.50769 -0.201 -0.051 -0.176
H -3.80197 5.28803 -4.13714 -0.123 0.018 0.181
H -4.32748 8.23930 -2.93501 -0.164 -0.122 -0.054
H -4.85961 7.72186 -4.56395 -0.083 -0.045 0.188
H -3.76058 9.10100 -4.37753 0.006 -0.088 0.026
```
Positions in Å, forces in eV/Å.

As for the frontier orbital gap: 8.85 eV. Its molar mass is 1160.68 g mol⁻¹. The calculation puts the strongest force on any atom at 3.776 eV Å⁻¹. For the calculated total energy, the calculation gives -8141.4313 a.u. The value obtained for the LUMO energy is 0.01002 hartree. For the HOMO energy, the calculation gives -8.6 eV.

Löwdin population analysis, charges in e, atoms 1 to 8:
1 C -0.057
2 C -0.151
3 C -0.237
4 C -0.193
5 C -0.655
6 C -0.167
7 I 0.773
8 C -0.406

***

The following is a quantum chemistry calculation of 7 unconnected molecules or ions with the total composition C5H26N2O6 at a distorted geometry, from the Open Molecules 2025 dataset.

Structure (XYZ):
```
39
Properties=species:S:1:pos:R:3:forces:R:3
C 3.77553 -0.53784 -0.44672 0.169 -0.905 -0.105
C 2.96742 -1.34628 0.55505 -0.625 -3.594 -1.396
C 2.89183 -0.67641 1.87362 1.359 -0.057 3.136
C 2.29326 0.74798 1.80346 -0.585 1.370 1.362
N 0.89703 0.64158 2.34418 -0.677 -2.922 -1.164
C -0.14312 1.30220 1.61620 1.090 2.255 -1.298
N -0.15634 1.16552 0.05670 -0.940 1.060 1.478
H 3.22244 0.30646 -0.76010 -0.672 0.784 -0.844
H 4.19031 -1.08932 -1.30467 -0.492 0.111 0.290
H 4.60224 -0.10560 0.07419 0.866 0.153 0.434
H 3.44581 -2.40445 0.66514 -0.560 1.806 0.033
H 1.90286 -1.68640 0.17315 1.793 1.142 0.464
H 2.28161 -1.31976 2.61449 0.717 1.116 -1.105
H 3.94252 -0.67611 2.43938 -1.917 0.203 -1.551
H 2.29945 1.25448 0.79359 0.028 -0.972 0.866
H 2.79205 1.52581 2.48033 -0.218 -1.320 -0.819
H 0.60619 -0.40661 2.31803 0.953 2.339 0.207
H -1.03963 0.76351 1.69519 -1.135 -0.155 1.920
H -0.19103 2.42218 2.00300 -0.169 -2.087 -1.258
H -0.38029 2.04200 -0.36658 -0.534 0.566 -0.040
H 0.64468 0.92460 -0.45497 1.782 -0.880 -0.085
H -0.63420 -1.54871 -3.11801 -1.863 3.069 -2.525
H -1.55798 -0.26899 -3.17556 -0.684 0.468 0.756
O -1.08458 -0.80931 -3.78641 2.493 -3.518 1.682
H -3.41192 0.75356 -1.59836 -0.844 1.334 0.445
H -4.29915 -0.52152 -1.42813 -9.438 -3.751 3.224
O -3.59219 -0.16070 -1.67244 10.185 2.639 -4.224
H -2.81515 -2.94756 0.37736 0.304 0.144 -0.189
H -2.80029 -2.26456 -1.00476 1.960 0.953 -1.365
O -3.33780 -2.65833 -0.37021 -2.538 -1.266 1.648
H -1.88635 3.07165 -2.30347 0.885 0.366 -3.381
H -1.46864 3.64718 -0.94193 -0.995 -0.701 -0.904
O -2.08045 3.02961 -1.41858 -0.082 0.501 4.110
H -1.38449 -0.56371 -0.73628 0.463 -0.617 -0.535
H -0.42072 -1.45798 -0.01754 -0.906 -0.148 -2.386
O -0.88539 -1.39542 -0.92992 0.756 0.457 2.773
H -3.63438 -0.03906 0.37466 -2.438 -2.922 -4.275
H -2.38475 0.87484 0.61525 -0.913 -0.531 -0.601
O -3.16637 0.41147 0.96166 3.424 3.512 5.221
```
Positions in Å, forces in eV/Å.

As for the frontier orbital gap: 9.55 eV. Its molar mass is 210.27 g mol⁻¹. The calculation puts the strongest force on any atom at 11.338 eV Å⁻¹. For the calculated total energy, the calculation gives -766.8991 a.u. The energy above the lowest of the compared OMol25 structures with the same formula, charge and spin comes out at 106.71 kcal/mol. The value obtained for the LUMO energy is 0.00364 hartree. For the HOMO energy, the calculation gives -9.4 eV.

Löwdin population analysis, charges in e, atoms 1 to 8:
1 C -0.113
2 C -0.303
3 C -0.256
4 C -0.219
5 N -0.086
6 C -0.254
7 N 0.014
8 H 0.038